{
  "formula": "C5H6N2O",
  "method": "wB97M-V/def2-TZVPD",
  "charge": 0,
  "total_energy_ha": -378.83410,
  "max_force_ha_per_bohr": 0.049,
  "gap_ev": 9.442,
  "symbols": ["C", "N", "N", "C", "C", "C", "C", "O", "H", "H", "H", "H", "H", "H"],
  "xyz": [[-0.73420, -1.33622, -0.99602], [-0.64637, -0.36402, -1.95040], [-0.12806, 0.81559, -1.52103], [0.13523, 0.56406, -0.28578], [-0.21847, -0.70854, 0.16996], [0.12807, -0.83747, 1.59806], [0.70733, 0.57450, 1.87041], [0.66859, 1.38605, 0.66476], [-1.10807, -2.33099, -1.20314], [-0.92051, -0.53599, -2.89644], [-0.73238, -1.01656, 2.26480], [0.83136, -1.65173, 1.84007], [0.14557, 1.12802, 2.63125], [1.74871, 0.61984, 2.20574]]
}

=====

{
  "formula": "C5H6N2O2",
  "method": "wB97M-V/def2-TZVPD",
  "charge": 0,
  "total_energy_ha": -453.81083,
  "max_force_ha_per_bohr": 0.087,
  "gap_ev": [8.371, 8.372],
  "symbols": ["N", "C", "C", "N", "O", "O", "H", "H", "C", "C", "C", "H", "H", "H", "H"],
  "xyz": [[-0.58893, -2.72489, 0.09934], [-0.72951, -1.67144, -0.52729], [-0.60970, -0.60705, -1.16502], [-0.48290, 0.37860, -1.98412], [0.52965, 0.88383, -2.46415], [-1.75269, 1.00610, -2.19977], [-1.26407, -3.43048, 0.33611], [-1.60965, 1.77348, -2.72326], [-0.74323, 1.00596, 1.36299], [0.38693, 0.59708, 1.45239], [1.83453, 0.55014, 1.51541], [-1.74893, 0.96406, 1.31468], [2.08527, -0.55599, 1.66634], [2.46998, 0.97460, 0.74773], [2.22327, 0.85600, 2.56863]]
}

=====

{
  "formula": "C5H6N2O2",
  "method": "wB97M-V/def2-TZVPD",
  "charge": 0,
  "total_energy_ha": -454.09536,
  "max_force_ha_per_bohr": 0.025,
  "gap_ev": 9.162,
  "symbols": ["N", "C", "C", "C", "O", "C", "N", "C", "H", "H", "H", "H", "O", "H", "H"],
  "xyz": [[2.68790, -0.33890, 0.69851], [1.57586, -0.04007, 0.56018], [0.18469, 0.28302, 0.50351], [-0.34597, 1.53450, 0.63758], [-1.69276, 1.45180, 0.56798], [-2.04108, 0.15167, 0.39315], [-3.38642, -0.10753, 0.41515], [-0.92244, -0.62827, 0.31805], [0.08608, 2.52354, 0.74523], [-3.97294, 0.56626, -0.06535], [-3.63537, -1.06082, 0.18502], [-0.88599, -1.70248, 0.17109], [4.39900, -0.76298, -1.95471], [3.47779, -0.94485, -2.17397], [4.47165, -0.92490, -1.00140]]
}

=====

{
  "formula": "C5H6N2O2",
  "method": "wB97M-V/def2-TZVPD",
  "charge": 0,
  "total_energy_ha": -454.04260,
  "max_force_ha_per_bohr": 0.064,
  "gap_ev": 9.642,
  "symbols": ["C", "C", "C", "N", "C", "O", "H", "H", "H", "N", "C", "O", "H", "H", "H"],
  "xyz": [[-1.32149, 0.63251, 1.21746], [-1.73204, 0.43843, 0.00113], [-1.52716, 1.53593, -0.92497], [-1.36906, 2.50156, -1.51455], [-2.21387, -0.90858, -0.32812], [-2.11744, -1.28851, -1.45582], [-1.02593, 1.66547, 1.52546], [-1.38616, -0.29140, 1.88535], [-2.43333, -1.56509, 0.63790], [0.70282, 0.26844, -1.30586], [0.82097, -0.18660, -0.04447], [1.49524, 0.41011, 0.80284], [0.96088, 1.23498, -1.46733], [-0.07570, -0.02573, -1.93564], [0.35026, -1.12183, 0.08647]]
}

=====

{
  "formula": "C5H6N2O3",
  "method": "wB97M-V/def2-TZVPD",
  "charge": 0,
  "total_energy_ha": -529.23651,
  "max_force_ha_per_bohr": 0.072,
  "gap_ev": 9.997,
  "symbols": ["C", "C", "C", "C", "O", "O", "N", "C", "N", "O", "H", "H", "H", "H", "H", "H"],
  "xyz": [[1.37930, -2.42058, -0.90890], [0.68746, -1.89925, 0.01909], [-0.10779, -1.35074, 0.92190], [0.47588, -0.26578, 1.70103], [1.52924, -0.19518, 2.27517], [-0.35441, 0.84632, 1.72521], [-1.41237, 0.90717, 0.69595], [-1.00050, 1.50993, -0.37938], [0.16576, 2.08642, -0.57384], [-1.95880, 1.58250, -1.37311], [1.35866, -2.08040, -1.95898], [1.74601, -3.32862, -0.68313], [-1.08010, -1.60486, 1.13728], [0.96096, 1.78518, -0.04734], [0.33654, 2.43216, -1.47442], [-2.72584, 1.99574, -1.07653]]
}

=====

{
  "formula": "C5H6N2O4S",
  "method": "wB97M-V/def2-TZVPD",
  "charge": 0,
  "total_energy_ha": -1002.64515,
  "max_force_ha_per_bohr": 0.087,
  "gap_ev": 9.356,
  "symbols": ["O", "N", "C", "C", "N", "C", "C", "S", "H", "H", "H", "H", "O", "C", "O", "O", "H", "H"],
  "xyz": [[4.37795, 2.21165, -2.33383], [3.87301, 1.16421, -1.99361], [3.51577, 0.02431, -2.03768], [2.33178, -0.99273, -1.19038], [2.75172, -1.95780, -0.51443], [1.60303, -2.61991, 0.11033], [0.26466, -2.01046, -0.21934], [0.64944, -0.56281, -1.28485], [1.62632, -2.56443, 1.18018], [1.69713, -3.67746, -0.13676], [-0.22385, -2.55358, -1.02312], [-0.28955, -1.56384, 0.68193], [6.15698, -0.90989, 2.76198], [5.59671, -0.33085, 1.95923], [4.96231, 0.28487, 1.24207], [-0.28188, 5.52909, -0.06639], [0.06176, 4.77829, -0.57906], [-0.90098, 6.07235, -0.58660]]
}